42
Properties=species:S:1:pos:R:3 method="wB97M-V/def2-TZVPD" e_lumo_ev="-15.979 / -16.349" gap_ev="4.137 / 3.821" s2=3.794 spin_multiplicity=4 total_charge=+4
I 0.533 3.008 3.362
I -3.167 -2.607 -1.131
Pr -0.988 -0.640 -0.576
Ti 0.242 1.878 1.152
S -1.978 1.356 0.933
C 0.089 3.543 -0.110
C 2.189 1.771 0.316
C -3.430 2.684 0.168
C -4.691 1.842 0.110
C -3.024 3.202 -1.198
C -3.436 3.747 1.253
C 1.017 -1.295 -2.193
C -1.417 0.867 -2.952
O 3.316 1.924 0.100
O 0.082 4.528 -0.737
O 1.804 -1.894 -2.796
O -1.809 1.279 -3.959
H -5.531 2.455 -0.252
H -4.974 1.436 1.090
H -4.585 1.006 -0.597
H -3.297 4.266 -1.279
H -3.547 2.675 -2.007
H -1.948 3.142 -1.385
H -4.175 4.535 1.038
H -2.463 4.251 1.335
H -3.682 3.329 2.239
O 0.964 -5.679 -0.035
S 1.511 -4.924 1.074
O 1.810 -5.582 2.302
N 0.561 -3.523 1.311
C 1.264 -2.416 1.230
S 0.563 -0.789 1.732
C 2.613 -2.602 0.686
C 3.527 -1.641 0.246
C 4.784 -2.096 -0.196
C 5.087 -3.461 -0.253
C 4.129 -4.415 0.124
C 2.888 -3.957 0.566
H 3.234 -0.592 0.284
H 5.527 -1.360 -0.490
H 6.081 -3.782 -0.599
H 4.329 -5.470 0.091